Arrangement i

27
Properties=species:S:1:pos:R:3 method="wB97M-V/def2-TZVPD" e_lumo_ev="-0.3 / -0.3" total_charge=0
C 0.1087 2.6471 0.7202
C 0.5486 0.1708 -1.8662
C 0.6940 3.8057 0.7645
C -2.2275 2.3579 -0.7115
C 0.4568 -0.3647 -0.4277
C -0.5763 0.5903 0.2526
C -0.9587 1.6482 -0.8242
C 0.3332 -3.8212 1.4054
C 0.3579 -1.9307 -0.3977
C 0.6152 -2.3436 1.0767
N -0.2850 1.2957 -2.0034
O 1.2511 -0.2616 -2.7392
O -2.9594 2.3121 0.2603
O 0.0171 1.4427 1.2905
H 1.2794 4.0948 1.7498
H 0.4821 4.4609 -0.1659
H -2.2734 2.9381 -1.6418
H 1.5106 -0.0054 -0.2099
H -1.2460 -0.0362 0.8389
H 0.7389 -4.5388 0.6085
H -0.7947 -4.0766 1.4104
H 0.7156 -4.0183 2.3191
H -0.5390 -2.2218 -0.8032
H 1.1458 -2.1603 -1.1230
H 1.6201 -2.1840 1.2543
H 0.0953 -1.7554 1.7317
H -0.1104 1.9544 -2.7688

---

Arrangement ii

27
Properties=species:S:1:pos:R:3 method="wB97M-V/def2-TZVPD" e_lumo_ev=-1.2 total_charge=0
C 1.2853 -1.3599 2.0917
C 1.4961 -0.5364 0.8209
C 2.2149 0.5796 0.8250
C 2.4046 1.3218 -0.3776
O 3.0099 2.3834 -0.3637
C 1.7629 0.8148 -1.5841
C 0.9995 -0.2842 -1.6408
C 0.3991 -0.7461 -2.8785
C 1.0110 -1.1787 -0.4457
O 0.4612 -2.2285 -0.4678
H 0.1885 -1.2980 2.5098
H 1.7929 -0.7774 2.9333
H 1.4332 -2.3524 1.9830
H 2.7279 1.0084 1.6417
H 1.7348 1.5030 -2.4009
H -0.3152 -1.5399 -2.7243
H 1.0991 -1.4630 -3.3287
H 0.2060 0.0950 -3.3992
H -0.6264 0.9940 -0.1649
N -1.2094 0.7319 0.6596
C -2.4719 0.7277 0.5406
C -3.3734 0.4583 1.7102
O -3.0443 0.7979 -0.6802
H -2.5936 0.4580 2.4828
H -4.1919 1.1307 1.8410
H -3.8591 -0.5390 1.7484
H -2.5416 1.2988 -1.3316

---

Arrangement iii

27
Properties=species:S:1:pos:R:3 method="wB97M-V/def2-TZVPD" e_lumo_ev="-0.9 / -0.7" total_charge=0
C -2.8687 -1.3467 0.4445
C -0.4769 0.7203 -1.6416
C 1.7279 0.8102 -0.3407
C -3.7407 -0.2034 -0.0598
C -1.9087 1.5510 0.7409
C -2.8559 1.0366 -0.3551
C -1.4451 0.7933 -0.5717
C 3.6786 0.0258 1.0238
C 2.2779 -1.6452 -0.0733
C 2.7481 -0.2317 -0.2378
N -1.6466 -1.4605 0.3216
O -0.6762 0.8608 -2.8305
O 0.8738 0.3539 -1.2755
O 1.6056 1.8272 0.2638
H -3.3982 -2.2406 0.8267
H -4.2155 -0.4737 -0.9484
H -4.5191 0.1202 0.6309
H -1.6664 2.6405 0.6843
H -1.6105 1.0460 1.6647
H -3.3937 1.6209 -1.0696
H 4.3505 -0.7874 1.0781
H 3.0969 0.1160 1.9349
H 4.2135 1.0006 0.7551
H 1.5231 -1.8319 -0.7303
H 1.7721 -1.7640 0.9664
H 3.1548 -2.3713 -0.0358
H 3.3993 -0.1667 -1.1655

---

Verdict on stability: arrangement ii comes out on top.

---

Arrangement i

15
Properties=species:S:1:pos:R:3 method="wB97M-V/def2-TZVPD" e_lumo_ev="4.2 / 4.3" total_charge=-1
C -2.6704 0.6270 0.0842
C 1.8585 0.9123 0.8641
C -1.5159 0.5698 0.6692
C 1.1823 0.5274 -0.2082
C 1.1196 -0.9782 -0.7409
N 0.2443 1.3380 -0.8511
O 0.2724 2.6530 -0.6704
H -3.4495 -0.2045 0.2450
H -2.9907 1.2795 -0.6863
H 1.6087 1.7750 1.4255
H 2.6759 0.3836 1.3643
H -1.0312 -0.1924 1.2978
H 0.0608 -1.3125 -0.5020
H 1.8378 -1.4983 -0.1072
H 1.2798 -1.1132 -1.8545

---

Arrangement ii

15
Properties=species:S:1:pos:R:3 method="wB97M-V/def2-TZVPD" e_lumo_ev=4.1 total_charge=-1
C 2.2642 1.3412 0.4992
C 1.2296 0.7884 0.2250
C -0.3123 -0.0793 -0.1506
C 0.2992 -1.1423 -1.1200
C -0.8182 -0.3719 1.3439
N -1.3478 0.6244 -0.7759
O -2.0451 1.5952 0.0315
H 3.2030 1.7304 0.8649
H -0.4464 -1.3680 -1.9403
H 1.2824 -0.8629 -1.5295
H 0.4665 -2.1090 -0.6198
H -1.9055 -0.5630 1.2568
H -0.3332 -1.2243 1.7516
H -0.4509 0.6099 1.7615
H -1.0856 1.0313 -1.5982

---

Verdict on stability: arrangement ii comes out on top.

---

Arrangement i

15
Properties=species:S:1:pos:R:3 method="wB97M-V/def2-TZVPD" e_lumo_ev=3.3 total_charge=-1
C -1.7481 1.3010 0.1992
C -0.5703 1.2200 0.1395
C -3.1288 1.6521 0.3444
C 3.7264 -1.7844 -0.2719
C 3.0416 -0.4872 -0.5001
N 3.6767 0.4638 0.0859
O 3.5265 1.7411 0.0321
H -3.1897 2.6894 -0.0300
H -3.3808 1.8671 1.4320
H -3.8537 1.0229 -0.0236
H 3.1325 -2.4398 0.3447
H 4.7240 -1.6544 0.4122
H 4.2040 -2.3560 -1.0155
H 0.4585 1.2235 -0.0813
H 4.7048 0.1794 0.4295

---

Arrangement ii

15
Properties=species:S:1:pos:R:3 method="wB97M-V/def2-TZVPD" e_lumo_ev=4.3 total_charge=-1
C -1.6432 1.7419 0.4902
C -1.1823 0.6391 1.1419
C -0.4038 -0.3619 0.4684
C 0.8675 0.0979 -0.2620
C 1.7882 -1.0860 -0.4340
N -0.3827 -0.1788 -1.0442
O -0.4837 -1.2318 -1.8086
H -2.2327 2.4748 0.8800
H -1.5195 1.7912 -0.5849
H -1.3142 0.3337 2.1787
H -0.4648 -1.3039 0.8566
H 1.1491 1.0471 -0.1526
H 2.5597 -0.7290 -1.0835
H 1.2377 -1.7534 -1.1140
H 2.0246 -1.4809 0.4680

---

Verdict on stability: arrangement ii comes out on top.

---

Arrangement i

19
Properties=species:S:1:pos:R:3 method="wB97M-V/def2-TZVPD" e_lumo_ev=-4.2 total_charge=+1
H -2.3336 1.6215 -0.5045
N -2.7155 1.2441 0.3002
C -2.7539 0.0291 0.5049
C -2.0880 -1.0831 -0.3370
C -0.6765 -0.8919 -0.8717
N 0.2668 -0.3832 -0.2092
C 1.3706 0.2024 0.0531
C 2.3523 -0.5923 0.7373
C 1.5990 1.5730 -0.3524
H -2.9912 -0.2751 1.5093
H -2.0645 -2.0096 0.3570
H -2.8128 -1.3703 -1.1676
H -0.4573 -1.3530 -1.8061
H 2.5576 -0.2235 1.7435
H 2.0889 -1.6425 0.9325
H 3.3150 -0.3846 0.2921
H 0.8586 2.2670 -0.0802
H 1.9546 1.5085 -1.3637
H 2.5300 1.7633 0.2625

---

Arrangement ii

19
Properties=species:S:1:pos:R:3 method="wB97M-V/def2-TZVPD" e_lumo_ev=-5.7 total_charge=+1
C 3.5451 -0.7817 1.6392
N 2.8688 -0.6141 0.6224
N 2.3869 -0.4955 -0.4431
C 1.1174 -0.3343 -0.8870
C 1.0964 -0.2858 -2.2283
C -0.0314 -0.2559 0.0691
C -1.2571 0.4510 -0.5195
C -2.3342 0.6506 0.5383
H 3.7491 -1.7767 2.0123
H 3.9456 0.0630 2.1854
H 2.0125 -0.3673 -2.7906
H 0.1855 -0.1898 -2.7934
H 0.2904 0.2661 0.9762
H -0.3037 -1.2760 0.3626
H -1.6577 -0.1376 -1.3471
H -0.9557 1.4265 -0.9081
H -1.9877 1.3348 1.3110
H -2.6081 -0.2919 1.0065
H -3.2275 1.0753 0.0887

---

Arrangement iii

19
Properties=species:S:1:pos:R:3 method="wB97M-V/def2-TZVPD" e_lumo_ev="-4.5 / -4.5" total_charge=+1
C -1.3910 -1.5056 -0.7993
C -0.8850 -1.0084 0.4667
C -1.2109 0.1789 1.0693
N -1.5217 1.3065 0.3863
C -0.7853 1.9472 -0.4594
N 0.5714 1.5893 -0.3848
C 1.0522 0.3353 -0.2407
C 2.2557 -0.1048 0.4978
H -1.7411 -0.7887 -1.4839
H -2.3624 -2.1018 -0.7139
H -0.7063 -2.1665 -1.4263
H -0.5410 -1.7504 1.0708
H -1.0118 0.2255 2.1808
H -1.1961 2.7572 -1.0341
H 1.1381 2.4300 -0.0910
H 0.5691 -0.5281 -0.8648
H 2.9134 -0.4149 -0.2964
H 2.0218 -1.1154 0.9412
H 2.8310 0.7146 1.1817

---

Arrangement iv

19
Properties=species:S:1:pos:R:3 method="wB97M-V/def2-TZVPD" e_lumo_ev=-3.7 total_charge=+1
N 0.2310 1.1140 -2.8288
C 1.0921 0.2481 -1.9340
C 1.0012 0.7237 -0.4854
C 0.0274 0.0024 0.3943
C -0.2759 0.6170 1.6438
C -0.9010 -0.3373 2.4435
N -0.9688 -1.4534 1.7006
C -0.4873 -1.2849 0.4043
H 0.8298 1.6776 -3.4299
H -0.3887 0.4678 -3.3274
H -0.4207 1.6621 -2.2573
H 0.9314 -0.8154 -2.0332
H 2.1540 0.3840 -2.2522
H 2.0304 0.6492 -0.0035
H 0.9373 1.8388 -0.4791
H -0.2657 1.6842 1.7710
H -1.2926 -0.1264 3.4459
H -1.1607 -2.3744 2.0599
H -0.4058 -2.0702 -0.3458

---

Verdict on stability: arrangement iv comes out on top.

---

Arrangement i

19
Properties=species:S:1:pos:R:3 method="wB97M-V/def2-TZVPD" e_lumo_ev=-5.3 total_charge=+1
C 1.1242 1.7042 -0.3342
C 0.4146 0.5827 -0.4470
C 1.0728 -0.7187 -0.8829
N 2.1446 -1.1050 -0.4075
C 2.9640 -0.4602 0.5715
C -0.9912 0.5453 -0.2370
N -1.6970 -0.5454 -0.1929
C -3.0783 -0.7340 0.1554
H 0.5101 2.5043 0.0280
H 2.2192 1.6607 -0.6091
H 0.4829 -1.3942 -1.7100
H 4.0330 -0.4437 0.0357
H 3.0094 -1.1246 1.5617
H 2.5643 0.4896 0.7806
H -1.6139 1.5334 -0.0056
H -1.2750 -1.4335 -0.3029
H -3.5615 0.0332 0.6526
H -3.5689 -0.6852 -0.8168
H -3.3236 -1.5834 0.8267

---

Arrangement ii

19
Properties=species:S:1:pos:R:3 method="wB97M-V/def2-TZVPD" e_lumo_ev=-6.4 total_charge=+1
C -0.1590 -0.7247 -1.2297
C -0.0077 0.3226 -0.4988
C 1.5644 -0.3781 2.2360
C -2.5709 -0.7624 -2.3975
C 1.0805 1.0446 0.2010
C 1.0871 0.9234 1.7275
N -1.6068 0.8004 -0.8728
N -1.5301 -0.2811 -1.5864
H 0.5171 -1.4672 -1.5334
H 1.4154 -0.4387 3.3605
H 2.6408 -0.6090 2.0551
H 1.1817 -1.2847 1.8225
H -2.7288 -1.7816 -1.8120
H -2.2702 -1.1479 -3.3549
H -3.3386 -0.0624 -2.3762
H 0.9957 2.1341 0.0319
H 2.1303 0.7383 -0.1789
H -0.0058 1.1191 2.1367
H 1.6046 1.8552 2.2695

---

Verdict on stability: arrangement i comes out on top.

---

Arrangement i

19
Properties=species:S:1:pos:R:3 method="wB97M-V/def2-TZVPD" e_lumo_ev="-4.9 / -5.9" total_charge=+1
C 1.1549 0.0455 -0.2696
C 3.4086 -0.7989 0.0794
C -0.9745 -0.1479 -1.2101
C -1.4079 -1.1088 -0.1179
C -0.0081 0.8128 -0.5856
C -0.4709 1.5704 0.6738
N 2.2933 -0.2220 -0.0630
N -0.3445 -1.9273 0.1469
H 3.8943 -0.6652 1.0022
H 3.8912 -1.0920 -0.8169
H -0.4542 -0.7870 -1.9351
H -1.6681 0.3969 -1.7416
H -1.6688 -0.5985 0.8354
H -2.0996 -1.8236 -0.5951
H 0.3302 1.5966 -1.2684
H -1.1347 2.3863 0.3391
H 0.5002 1.9894 1.1671
H -1.1778 0.9938 1.3135
H -0.1882 -2.2291 1.1067

---

Arrangement ii

19
Properties=species:S:1:pos:R:3 method="wB97M-V/def2-TZVPD" e_lumo_ev=-4.4 total_charge=+1
C 0.2651 1.4184 0.8119
C -0.7594 1.2235 -0.0493
C -1.9364 0.3595 0.2380
C -1.8014 -1.0191 -0.3698
N -0.5401 -1.5783 0.1026
C 0.6141 -1.0016 -0.0148
N 1.7968 -0.8856 -0.1919
C 2.8334 0.1162 -0.4952
H 0.2285 0.7643 1.6649
H 1.0812 2.0662 0.6161
H -0.8565 1.5655 -1.0006
H -2.7393 0.8850 -0.2267
H -2.0830 0.1811 1.2947
H -2.5720 -1.6140 -0.0268
H -1.8664 -0.9828 -1.4373
H -0.6507 -2.4728 0.6177
H 3.2074 0.4799 0.4752
H 3.4781 -0.5535 -1.0286
H 2.3006 1.0480 -0.9802

---

Verdict on stability: arrangement ii comes out on top.

---

Arrangement i

13
Properties=species:S:1:pos:R:3 method="wB97M-V/def2-TZVPD" e_lumo_ev=0.8 total_charge=0
N 1.9895 -0.7193 -1.4613
P 0.8883 0.1057 -0.4298
O 1.8286 0.9997 0.6751
O 0.5590 -1.2084 0.4122
H 2.5924 -1.2263 -0.8346
H 2.6943 -0.1982 -2.0116
H 1.9480 1.9582 0.3073
H -0.3494 -1.4274 0.7883
C -2.2334 0.3493 -0.0412
N -2.4446 0.5980 1.1832
H -1.8343 0.9788 -0.9093
H -2.5578 -0.7013 -0.2187
H -2.2788 1.5554 1.4883

---

Arrangement ii

13
Properties=species:S:1:pos:R:3 method="wB97M-V/def2-TZVPD" e_lumo_ev=0.9 total_charge=0
C -1.1853 -1.0415 -0.4657
N -0.2297 -0.0194 0.1464
N -0.7138 1.3647 0.0211
P 1.4298 -0.1287 -0.5449
O 2.0166 1.1592 0.1143
O 1.8549 -1.3112 0.5189
H -0.5525 -1.9609 -0.4041
H -1.8614 -1.0698 0.3421
H -1.6045 -0.9566 -1.4847
H -1.0563 1.9113 0.8206
H -1.0855 1.5224 -0.9384
H 1.4980 1.8441 0.5071
H 1.4897 -1.3135 1.3674

---

Verdict on stability: arrangement i comes out on top.

---

Arrangement i

29
Properties=species:S:1:pos:R:3 method="wB97M-V/def2-TZVPD" e_lumo_ev=0.5 total_charge=0
C -3.2257 -1.1183 -1.0176
C -3.5810 0.0376 -1.6833
C -2.0198 -1.1744 -0.4228
C 0.3896 0.2462 1.2586
C -2.7174 1.0725 -1.8024
C -1.3412 1.0006 -1.1869
C 3.3210 0.5475 1.0296
C 0.1846 -0.3799 0.1008
C 1.1236 -1.1174 -0.6898
C 3.3687 -0.3800 3.0857
N 1.3164 -0.1174 2.1969
N -1.1105 -0.1358 -0.4344
N 2.5775 -0.0362 1.9712
N -3.0638 2.1274 -2.6041
O -0.4997 1.8893 -1.3372
H -3.8652 -1.9993 -0.9129
H -4.4634 0.1053 -2.4303
H -1.8111 -2.0080 0.2094
H -0.4630 0.5801 1.8448
H 2.8921 0.9958 0.1912
H 4.3709 0.4571 1.1113
H 1.7891 -0.6959 -1.5333
H 0.6286 -1.8726 -1.2915
H 1.8051 -1.9195 -0.2398
H 2.7182 -0.5178 3.9976
H 4.0799 -1.2210 2.9082
H 4.0664 0.5253 3.3070
H -3.9113 2.1730 -3.1159
H -2.5585 2.9357 -2.5101

---

Arrangement ii

29
Properties=species:S:1:pos:R:3 method="wB97M-V/def2-TZVPD" e_lumo_ev=0.9 total_charge=0
C -1.9227 -1.8920 0.6205
O -0.7458 -1.4268 -0.0007
C -0.8966 -0.3067 -0.7880
C -1.9008 -0.1808 -1.7323
C -1.9307 0.9864 -2.5036
C -0.9475 1.9617 -2.3678
C 0.0603 1.8133 -1.4724
C 0.1177 0.6797 -0.6296
N 1.1845 0.4470 0.3256
C 2.4597 -0.0544 -0.2141
C 2.7546 -1.1616 0.7357
N 2.1092 -0.7561 2.0148
C 0.9980 0.0066 1.6700
N 0.1162 0.3085 2.4814
N -0.9393 1.1258 2.0608
H -2.8211 -2.0452 -0.0850
H -1.6045 -2.8794 1.1048
H -2.2521 -1.1219 1.4002
H -2.5708 -1.0518 -1.8881
H -2.7630 1.2654 -3.1320
H -0.9768 2.9027 -2.9756
H 0.7832 2.6587 -1.3715
H 2.3187 -0.4438 -1.2277
H 3.3093 0.7060 -0.2490
H 3.7999 -1.4254 0.8851
H 2.2505 -2.1086 0.3664
H 1.8725 -1.4628 2.6530
H -0.5996 1.8228 1.3911
H -1.2631 1.6326 2.9280

---

Verdict on stability: arrangement ii comes out on top.

---

Arrangement i

25
Properties=species:S:1:pos:R:3 method="wB97M-V/def2-TZVPD" e_lumo_ev=0.5 total_charge=0
C -0.8398 -0.3008 -2.5474
C 0.6185 0.1225 -2.2521
C 0.7690 1.1462 -1.1378
N 0.5442 0.5412 0.1898
C -0.2213 1.4096 1.1053
C -1.1844 0.5943 2.0063
H -0.9701 -0.3823 -3.6218
H -1.0738 -1.2168 -2.0187
H -1.5205 0.4454 -2.1335
H 1.0619 0.5557 -3.1488
H 1.1968 -0.7476 -1.9339
H 1.7806 1.5633 -1.1422
H 0.1084 2.0014 -1.2883
H 0.1021 -0.3678 0.0986
H -0.8175 2.1452 0.5651
H 0.5207 1.9292 1.7116
H -1.0651 0.9944 3.0051
H -0.8071 -0.4263 2.0408
H -2.1825 0.6194 1.5852
O 2.6239 -0.8195 2.1724
H 2.3718 -0.3341 1.3696
H 1.8114 -1.0316 2.6375
O -0.6370 -2.6054 1.0469
H -0.6181 -3.4508 0.5822
H -1.5722 -2.3848 1.1082

---

Arrangement ii

25
Properties=species:S:1:pos:R:3 method="wB97M-V/def2-TZVPD" e_lumo_ev=0.6 total_charge=0
C 2.1553 0.3542 -0.9907
C 1.4140 -0.8159 -0.3844
C 1.1116 -2.0621 -1.3424
C 0.0181 -0.4392 0.3588
C -0.7386 -1.6471 0.8505
N -0.8421 0.4858 -0.4728
H 2.1653 1.2587 -0.2325
H 1.5868 0.6595 -1.8710
H 3.2528 0.0046 -1.2134
H 2.0406 -1.2905 0.3768
H 1.8877 -2.8985 -1.5245
H 0.1381 -2.5948 -1.1667
H 1.0954 -1.4996 -2.2960
H 0.0543 0.1695 1.3906
H -0.5268 -2.5348 0.2035
H -0.5614 -1.9067 1.8983
H -1.8012 -1.3536 0.8341
H -0.3805 1.1660 -0.9297
H -1.2511 -0.0903 -1.2628
O -2.0991 1.6688 2.4527
H -1.6921 2.2520 1.9505
H -1.4394 1.0376 2.8838
O -2.0845 3.4341 0.4786
H -1.6568 3.9430 -0.0317
H -1.8463 2.6993 0.0405

---

Verdict on stability: arrangement i comes out on top.